Record 1
The following is a quantum chemistry calculation of 7 unconnected molecules or ions with the total composition C6H24ClNO9, from the Open Molecules 2025 dataset.

Last column: natural (NBO) charge in e.
Geometry (Å):
N (3.60, -0.14, 0.47)  -0.8707
C (2.38, 0.36, -0.32)  0.0745
O (2.77, 1.65, -0.92)  -0.5586
C (1.62, 2.54, -1.14)  -0.1071
C (0.99, 3.17, 0.26)  -0.1078
O (-0.48, 3.17, 0.08)  -0.5594
C (-1.16, 2.27, 1.01)  -0.0955
C (-1.51, 0.78, 0.42)  -0.5367
C (-2.03, 0.75, -1.13)  0.5342
O (-1.98, -0.45, -1.76)  -0.5820
Cl (-2.74, 2.17, -2.09)  -0.0138
H (4.44, 0.28, -0.01)  0.3864
H (3.54, 0.37, 1.40)  0.3574
H (1.51, 0.43, 0.47)  0.1559
H (2.07, -0.47, -1.09)  0.1807
H (2.03, 3.47, -1.75)  0.2066
H (0.76, 2.07, -1.80)  0.1916
H (1.37, 2.50, 1.15)  0.1816
H (1.35, 4.27, 0.48)  0.2050
H (-0.59, 2.11, 2.03)  0.2283
H (-2.19, 2.80, 1.30)  0.2063
H (-2.39, 0.35, 1.10)  0.2758
H (-0.63, -0.01, 0.51)  0.2520
O (-1.94, -2.59, 1.33)  -0.9518
H (-1.36, -2.66, 0.55)  0.4751
H (-2.83, -2.56, 0.95)  0.4792
O (-3.04, -1.30, -4.47)  -0.9657
H (-2.87, -0.68, -3.75)  0.4907
H (-2.28, -1.20, -5.06)  0.4722
O (2.56, -2.62, 2.11)  -0.9638
H (2.99, -1.80, 1.81)  0.4891
H (1.82, -2.72, 1.50)  0.4707
O (-0.89, 0.37, 3.77)  -0.9529
H (-1.51, 0.38, 4.51)  0.4767
H (-1.03, -0.50, 3.36)  0.4816
O (5.51, -3.57, 2.15)  -0.9524
H (5.31, -4.51, 2.30)  0.4659
H (4.65, -3.13, 2.27)  0.4825
O (-6.17, -1.55, -3.75)  -0.9540
H (-6.33, -2.46, -4.05)  0.4653
H (-5.34, -1.30, -4.19)  0.4869

Results
LUMO (eV): -0.581
Structure (SMILES): NCOCCOCCC(=O)Cl.O.O.O.O.O.O
Multiplicity: 1
HOMO-LUMO gap (hartree): 0.35365



Record 2
The following is a quantum chemistry calculation of a gas-phase ion, C7H12NO (charge -1), from the Open Molecules 2025 dataset.

Last column: natural (NBO) charge in e.
Geometry (Å):
C (1.04, -2.05, 0.70)  -0.2183
C (0.17, -1.36, 0.31)  0.2178
C (1.69, -3.19, 1.43)  -0.6401
C (0.48, 1.39, 0.67)  -0.6209
C (-0.01, 1.02, -1.75)  -0.6608
C (-1.83, 1.75, -0.18)  -0.6006
C (-0.56, 0.88, -0.34)  0.0946
N (-0.97, -0.45, -0.02)  -0.2401
O (-1.73, -1.01, -1.19)  -0.8073
H (0.90, -3.95, 1.85)  0.2024
H (2.31, -3.72, 0.78)  0.2049
H (2.25, -2.76, 2.24)  0.2073
H (1.15, 0.55, 0.89)  0.2320
H (1.01, 2.26, 0.17)  0.1928
H (-0.06, 1.64, 1.54)  0.1923
H (1.03, 0.80, -1.82)  0.1861
H (-0.09, 1.97, -2.25)  0.1808
H (-0.58, 0.26, -2.46)  0.2713
H (-1.63, 2.36, 0.68)  0.1786
H (-1.81, 2.44, -1.06)  0.1809
H (-2.75, 1.17, -0.21)  0.2463

Results
LUMO (eV): 3.790
Structure (SMILES): CC#CN([O-])C(C)(C)C
Multiplicity: 1
Energy above the lowest of the compared OMol25 structures with the same formula, charge and spin (eV): 2.995
Total charge: -1
HOMO-LUMO gap (hartree): 0.22446



Record 3
The following is a quantum chemistry calculation of 2 unconnected molecules or ions with the total composition C4H6N2O2, from the Open Molecules 2025 dataset.

Last column: natural (NBO) charge in e.
Geometry (Å):
C (1.48, 0.22, 0.44)  0.0812
C (0.20, 0.69, -0.28)  -0.1457
C (-1.73, -0.77, -0.19)  0.2734
C (0.27, -0.54, 0.59)  -0.0248
H (2.25, -1.37, -0.92)  0.4243
H (1.97, 0.48, 1.29)  0.2110
H (0.56, 0.32, -1.33)  0.2194
H (-1.11, 2.25, 0.29)  0.3843
H (-2.59, -1.32, -0.34)  0.1852
H (-0.31, -0.47, 1.59)  0.2165
N (-1.06, 1.40, -0.25)  -0.4326
N (-2.03, 0.46, -0.12)  -0.2774
O (2.63, 0.08, -0.51)  -0.6304
O (-0.54, -1.43, -0.26)  -0.4844

Results
LUMO (eV): -1.009
Multiplicity: 1
Energy above the lowest of the compared OMol25 structures with the same formula, charge and spin (eV): 9.656
HOMO-LUMO gap (hartree): 0.28595